Record 1
# C20H40CuF6O10

C20H40CuF6O10 as an isolated structure (wB97M-V/def2-TZVPD, OMol25).

Computed properties:
strongest force on any atom = 2.61 eV/Å
net charge = 0
multiplicity = 2
expectation value of S² = 0.752
orbital gap (spin up / spin down) = 9.3 / 7.7 eV
E_tot = -3777.9904 a.u.

Element x y z (Å)
1 Cu 11.050 11.284 -2.011
2 C 12.135 13.553 0.274
3 O 12.783 14.479 -0.612
4 O 11.397 12.749 -0.501
5 C 13.135 12.830 1.170
6 F 13.481 13.565 2.249
7 F 12.687 11.660 1.668
8 F 14.325 12.559 0.569
9 C 13.462 15.590 -0.038
10 C 14.310 16.157 -1.184
11 H 13.744 16.738 -1.908
12 H 15.170 16.698 -0.785
13 H 14.747 15.330 -1.748
14 H 14.077 15.289 0.812
15 H 12.731 16.340 0.287
16 H 11.452 14.107 0.936
17 C 9.628 9.188 -3.369
18 O 8.900 10.029 -2.448
19 O 10.873 9.698 -3.361
20 C 9.473 7.668 -3.024
21 F 8.235 7.200 -3.241
22 F 10.272 6.969 -3.849
23 F 9.890 7.358 -1.783
24 C 7.535 9.728 -2.211
25 C 6.752 10.932 -1.699
26 H 7.016 11.272 -0.698
27 H 6.798 11.717 -2.453
28 H 5.716 10.601 -1.591
29 H 7.464 8.939 -1.456
30 H 7.047 9.421 -3.140
31 H 9.156 9.345 -4.349
32 C 12.838 13.363 -4.055
33 O 12.808 12.292 -3.112
34 C 14.109 12.004 -2.653
35 C 14.130 10.576 -2.143
36 O 13.027 10.446 -1.276
37 C 12.851 9.138 -0.782
38 C 11.708 9.084 0.208
39 O 10.690 9.965 -0.213
40 C 9.716 10.126 0.792
41 H 13.305 14.208 -3.541
42 H 11.824 13.660 -4.311
43 H 13.359 13.071 -4.969
44 H 14.433 12.710 -1.885
45 H 14.841 11.979 -3.470
46 H 15.094 10.406 -1.654
47 H 14.032 9.895 -2.994
48 H 13.730 8.795 -0.222
49 H 12.743 8.412 -1.595
50 H 12.157 9.358 1.167
51 H 11.322 8.062 0.269
52 H 9.011 9.290 0.861
53 H 9.103 10.991 0.539
54 H 10.160 10.266 1.779
55 C 9.354 12.621 -4.290
56 O 9.760 12.814 -2.933
57 C 9.182 13.974 -2.347
58 C 9.884 15.249 -2.709
59 O 9.486 15.766 -3.952
60 C 9.795 17.104 -4.280
61 C 11.320 17.322 -4.247
62 O 11.918 16.526 -5.242
63 C 13.260 16.913 -5.515
64 H 10.130 12.043 -4.789
65 H 9.235 13.528 -4.888
66 H 8.357 12.176 -4.297
67 H 9.228 13.820 -1.268
68 H 8.100 14.083 -2.500
69 H 10.945 14.979 -2.776
70 H 9.806 15.945 -1.865
71 H 9.300 17.712 -3.516
72 H 9.447 17.299 -5.290
73 H 11.729 17.057 -3.267
74 H 11.524 18.396 -4.339
75 H 13.869 16.553 -4.679
76 H 13.372 18.000 -5.538
77 H 13.631 16.487 -6.442



Record 2
# C20H40MgO3SSi

C20H40MgO3SSi as an isolated structure (wB97M-V/def2-TZVPD, OMol25).

Computed properties:
strongest force on any atom = 7.19 eV/Å
net charge = 0
orbital gap = 6.5 eV
E_tot = -1899.6589 a.u.

Element x y z (Å)
1 C -1.343 -0.859 -3.294
2 C 1.497 0.178 -3.532
3 C -1.588 -0.017 -4.403
4 H -2.175 -1.349 -2.793
5 C 0.960 1.402 -3.154
6 H 2.549 0.036 -3.265
7 H -1.171 -0.495 -5.318
8 H 1.598 2.024 -2.506
9 C -1.193 1.457 -4.606
10 H -2.106 2.060 -4.752
11 H -0.663 1.495 -5.573
12 C -0.183 -1.779 -3.567
13 H -0.471 -2.601 -4.249
14 H 0.232 -2.287 -2.672
15 C 0.937 -0.958 -4.331
16 H 0.573 -0.629 -5.313
17 H 1.753 -1.661 -4.549
18 C -0.284 2.146 -3.577
19 H 0.013 3.121 -4.011
20 H -0.875 2.434 -2.685
21 Mg 0.345 0.019 -1.936
22 H -2.665 -0.291 -4.609
23 C -2.946 -0.825 -0.217
24 C -2.027 0.121 0.532
25 C -2.394 1.576 0.282
26 C -2.090 -0.203 2.013
27 O -0.641 -0.097 0.013
28 Si 0.708 0.192 1.038
29 S 2.229 0.381 -0.270
30 O 0.348 1.522 1.947
31 C 1.007 2.170 3.069
32 C 1.785 3.359 2.523
33 C -0.085 2.638 4.025
34 C 1.953 1.221 3.792
35 O 0.807 -1.045 2.128
36 C 1.206 -2.435 1.964
37 C 2.691 -2.510 1.631
38 C 0.954 -3.112 3.307
39 C 0.375 -3.099 0.874
40 H -3.941 -0.810 0.248
41 H -2.572 -1.857 -0.181
42 H -3.065 -0.519 -1.262
43 H -3.416 1.757 0.639
44 H -1.714 2.244 0.824
45 H -2.358 1.817 -0.790
46 H -1.706 -1.206 2.234
47 H -1.563 0.542 2.620
48 H -3.145 -0.176 2.319
49 H 1.100 4.088 2.072
50 H 2.321 3.856 3.343
51 H 2.513 3.034 1.770
52 H -0.661 1.787 4.413
53 H 0.373 3.155 4.879
54 H -0.766 3.340 3.528
55 H 1.420 0.347 4.186
56 H 2.775 0.898 3.143
57 H 2.394 1.754 4.649
58 H 3.285 -2.080 2.446
59 H 2.977 -3.565 1.516
60 H 2.923 -1.972 0.703
61 H -0.106 -3.058 3.587
62 H 1.238 -4.171 3.245
63 H 1.554 -2.646 4.099
64 H -0.700 -2.972 1.067
65 H 0.623 -2.709 -0.123
66 H 0.595 -4.177 0.872



Record 3
# C20H40NP3S2Tm

C20H40NP3S2Tm as an isolated structure (wB97M-V/def2-TZVPD, OMol25).

Computed properties:
strongest force on any atom = 3.10 eV/Å
net charge = +3
multiplicity = 3
expectation value of S² = 2.003
orbital gap (spin up / spin down) = 7.4 / 7.4 eV
E_tot = -3745.4732 a.u.

Element x y z (Å)
1 Tm -0.165 -0.028 0.036
2 P -1.878 1.968 0.708
3 P -1.840 -1.519 2.115
4 P 1.977 1.753 -0.341
5 H -1.030 -3.763 -0.470
6 C 0.004 -3.606 -0.789
7 C 0.935 -3.138 0.062
8 H 0.727 -3.083 1.138
9 C -3.094 2.127 -0.638
10 C -2.907 2.125 2.220
11 C -1.112 3.626 0.851
12 C -1.790 -3.302 2.579
13 C -2.016 -0.868 3.838
14 C -3.577 -1.432 1.512
15 C 3.614 1.042 -0.733
16 C 2.396 2.870 1.037
17 C 1.655 2.889 -1.737
18 H 0.199 -3.727 -1.857
19 H 1.884 -2.698 -0.284
20 H -3.733 3.005 -0.453
21 H -3.691 1.203 -0.666
22 H -2.543 2.229 -1.585
23 H -3.421 3.096 2.157
24 H -2.274 2.119 3.118
25 H -3.636 1.316 2.310
26 H -1.916 4.341 1.081
27 H -0.602 3.906 -0.076
28 H -0.382 3.637 1.672
29 H -2.796 -3.739 2.522
30 H -1.411 -3.395 3.605
31 H -1.126 -3.830 1.891
32 H -2.986 -1.176 4.263
33 H -1.933 0.225 3.869
34 H -1.196 -1.287 4.438
35 H -4.188 -2.159 2.071
36 H -3.577 -1.706 0.445
37 H -3.991 -0.420 1.621
38 H 4.098 1.682 -1.481
39 H 3.537 0.014 -1.113
40 H 4.226 1.037 0.178
41 H 3.277 3.449 0.722
42 H 2.633 2.282 1.936
43 H 1.556 3.542 1.251
44 H 2.624 3.263 -2.106
45 H 1.018 3.729 -1.423
46 H 1.106 2.336 -2.515
47 C 1.146 -1.055 -3.716
48 C 0.638 -0.320 -4.805
49 C 0.818 -0.830 -6.088
50 C 1.535 -2.015 -6.268
51 C 2.110 -2.680 -5.191
52 C 1.935 -2.202 -3.905
53 S 0.763 -0.489 -2.150
54 H -0.685 -0.216 -1.988
55 H 0.059 0.588 -4.602
56 H 0.380 -0.269 -6.919
57 H 1.638 -2.401 -7.278
58 H 2.643 -3.596 -5.366
59 H 2.351 -2.740 -3.065
60 S 1.061 0.780 4.244
61 C 2.105 -0.601 3.948
62 C 2.035 -0.981 2.639
63 N 1.145 -0.235 1.872
64 C 0.571 0.726 2.615
65 H 2.714 -1.056 4.722
66 H 2.530 -1.788 2.120
67 H -0.146 1.448 2.196



- The lowest strongest force on any atom belongs to which entry?
  C20H40CuF6O10



- What is the formula in the second record?
  C20H40MgO3SSi



- Which formula does entry 1 have?
  C20H40CuF6O10